# 1
This record from the OMol25 dataset describes 3 unconnected molecules or ions with the total composition C13H34FN3O3Si at a distorted geometry. The level of theory is wB97M-V/def2-TZVPD.

Properties
- Multiplicity: 1
- Structure (SMILES): CC(C)=N[Si@@H](O)CCF.COC[C@@H](C)N.COC[C@@H](C)N
- LUMO level: 0.61 eV
- Kohn-Sham gap: 9.480 eV
- Electronic energy: -35240.69904 eV
- E_HOMO: -8.9 eV

Structure (XYZ):
```
55
Properties=species:S:1:pos:R:3:mulliken_charge:R:1
C 1.358 3.340 0.164 -1.151
C 0.769 2.603 -1.008 0.738
C 1.294 3.027 -2.369 -1.261
N -0.055 1.656 -0.841 -0.051
Si -1.582 1.381 -1.548 -0.044
O -2.256 0.015 -0.903 -0.288
C -2.693 2.827 -1.124 -0.702
C -2.440 4.094 -1.915 -0.001
F -2.756 5.230 -1.153 -0.343
H 2.423 3.525 0.024 0.291
H 0.839 4.299 0.261 0.314
H 1.213 2.753 1.070 0.281
H 0.849 3.977 -2.683 0.301
H 1.061 2.272 -3.119 0.314
H 2.372 3.189 -2.328 0.406
H -1.521 1.187 -3.019 -0.151
H -2.845 0.200 -0.157 0.280
H -3.733 2.507 -1.256 0.428
H -2.560 3.054 -0.060 0.379
H -3.059 4.136 -2.815 0.280
H -1.392 4.209 -2.209 -0.053
C -3.129 -5.425 -1.539 -1.456
C -2.803 -3.940 -1.423 0.405
C -3.456 -3.242 -0.226 -0.400
O -4.838 -2.971 -0.374 -0.367
C -5.705 -4.044 -0.071 -0.671
N -3.116 -3.276 -2.690 -0.739
H -4.134 -5.581 -1.933 0.282
H -2.434 -5.905 -2.226 0.364
H -3.058 -5.925 -0.571 0.343
H -1.723 -3.847 -1.269 0.377
H -2.976 -2.268 -0.121 0.098
H -3.283 -3.803 0.703 0.410
H -5.313 -4.649 0.753 0.314
H -5.876 -4.694 -0.933 0.224
H -6.660 -3.615 0.231 0.263
H -2.785 -2.316 -2.651 0.260
H -4.126 -3.200 -2.765 0.315
C 5.723 -0.467 3.398 -1.418
C 4.227 -0.318 3.140 0.371
C 3.887 0.288 1.775 -0.746
O 4.094 1.685 1.676 -0.275
C 5.421 2.091 1.409 -0.789
N 3.624 0.417 4.253 -0.724
H 6.179 0.490 3.654 0.286
H 5.889 -1.139 4.238 0.354
H 6.239 -0.872 2.526 0.344
H 3.789 -1.322 3.141 0.397
H 2.818 0.144 1.594 0.343
H 4.429 -0.230 0.972 0.414
H 5.933 1.374 0.760 0.367
H 6.006 2.221 2.323 0.250
H 5.370 3.053 0.899 0.257
H 2.613 0.409 4.163 0.273
H 3.888 1.394 4.171 0.309
```


# 2
This record from the OMol25 dataset describes a molecular structure, C13H35F8HfN2O18PS6 at a distorted geometry. The level of theory is wB97M-V/def2-TZVPD.

Properties
- Energy relative to the best compared isomer or geometry (same formula, charge and spin): 576.1 kcal per mole
- Multiplicity: 1
- Total charge: +2
- LUMO level: -12.87 eV
- Kohn-Sham gap: 1.035 eV
- Electronic energy: -151188.28449 eV
- E_HOMO: -13.9 eV

Structure (XYZ):
```
84
Properties=species:S:1:pos:R:3:mulliken_charge:R:1
Hf 14.580 -17.224 14.873 1.724
P 11.145 -22.475 18.297 1.133
F 12.685 -22.757 18.801 -0.292
F 11.308 -23.377 16.922 -0.282
F 10.558 -23.765 19.049 -0.279
F 9.656 -22.156 17.797 -0.261
F 10.934 -21.502 19.571 -0.272
F 11.729 -21.218 17.523 -0.323
N 10.992 -14.318 16.249 -0.111
S 10.278 -13.749 17.547 1.070
O 8.901 -14.218 17.918 -0.370
O 10.635 -12.371 17.956 -0.375
F 11.221 -14.623 18.460 -0.236
S 9.863 -13.271 15.361 1.086
O 10.438 -11.939 15.100 -0.428
O 8.443 -13.461 15.284 -0.413
F 10.298 -13.945 14.013 -0.241
C 9.370 -16.492 28.058 -0.610
N 9.333 -16.531 26.555 0.801
O 8.854 -17.556 25.985 -0.417
O 9.772 -15.559 25.984 -0.426
H 8.470 -15.923 28.292 0.279
H 10.330 -16.083 28.375 0.287
H 9.329 -17.538 28.362 0.296
O 9.669 -19.431 10.922 -0.598
S 8.429 -19.735 10.207 1.089
O 7.185 -19.060 10.546 -0.569
O 8.615 -19.466 8.544 -0.339
C 7.503 -19.133 7.709 -0.153
C 7.535 -19.744 6.312 -1.112
C 8.224 -21.490 10.190 -0.876
H 7.334 -18.063 7.825 0.351
H 6.701 -19.547 8.320 0.308
H 6.561 -19.789 5.825 0.335
H 8.091 -20.681 6.288 0.315
H 8.170 -19.241 5.583 0.329
H 7.238 -21.654 9.756 0.309
H 8.041 -21.862 11.198 0.366
H 8.823 -22.146 9.558 0.370
O 17.353 -12.519 18.636 -0.596
S 17.563 -11.218 19.301 1.145
O 17.128 -9.954 18.705 -0.551
O 16.781 -11.297 20.786 -0.310
C 16.814 -10.235 21.751 -0.216
C 15.865 -9.045 21.511 -0.962
C 19.392 -10.970 19.761 -0.909
H 17.838 -9.866 21.801 0.262
H 16.489 -10.655 22.703 0.299
H 16.039 -8.357 22.339 0.345
H 14.802 -9.278 21.565 0.288
H 16.181 -8.587 20.574 0.299
H 19.482 -11.666 20.595 0.349
H 19.472 -9.944 20.120 0.310
H 19.967 -11.107 18.845 0.394
O -1.270 -15.611 13.706 -0.528
S -0.448 -16.842 13.703 1.139
O -0.709 -17.963 14.555 -0.565
O -0.597 -17.367 12.148 -0.242
C -0.604 -18.726 11.869 -0.285
C 0.202 -18.930 10.551 -0.997
C 1.291 -16.328 13.747 -0.867
H -1.671 -18.941 11.808 0.362
H -0.297 -19.386 12.680 0.398
H -0.070 -19.959 10.318 0.339
H 1.274 -18.906 10.747 0.293
H 0.003 -18.264 9.711 0.321
H 1.434 -15.864 14.723 0.365
H 1.505 -15.635 12.933 0.335
H 1.935 -17.194 13.590 0.319
O 17.663 -11.134 9.938 -0.604
S 17.506 -10.839 11.376 1.093
O 16.839 -11.829 12.209 -0.629
O 18.979 -10.601 11.967 -0.280
C 19.919 -9.910 11.151 -0.306
C 20.436 -8.766 12.090 -1.055
C 16.747 -9.173 11.493 -0.852
H 19.501 -9.531 10.219 0.361
H 20.759 -10.556 10.893 0.306
H 19.682 -7.990 12.225 0.292
H 21.241 -8.276 11.542 0.365
H 20.834 -9.003 13.077 0.305
H 16.935 -8.852 12.518 0.311
H 15.691 -9.406 11.354 0.401
H 17.281 -8.657 10.696 0.291
```


# 3
This record from the OMol25 dataset describes a molecular structure, C13H37NaO6S5 at a distorted geometry. The level of theory is wB97M-V/def2-TZVPD.

Properties
- Energy relative to the best compared isomer or geometry (same formula, charge and spin): 49.2 kcal per mole
- Multiplicity: 1
- LUMO level: -1.79 eV
- Kohn-Sham gap: 5.456 eV
- Electronic energy: -84951.65600 eV
- E_HOMO: -7.2 eV

Structure (XYZ):
```
62
Properties=species:S:1:pos:R:3:mulliken_charge:R:1
Na 0.013 -4.452 -3.392 0.779
C -1.430 -0.927 -2.700 -0.966
C -1.038 -1.692 -1.381 2.201
C -1.832 -1.067 -0.261 -0.989
O -1.387 -3.041 -1.396 -0.924
H -2.520 -0.879 -2.744 0.305
H -1.046 -1.468 -3.571 0.156
H -1.084 0.111 -2.750 0.062
H 0.051 -1.532 -1.326 -1.083
H -1.613 -0.008 -0.100 0.104
H -1.483 -1.534 0.668 0.026
H -2.873 -1.363 -0.382 0.461
C 5.732 -2.089 -2.493 -0.957
S 4.559 -2.462 -1.129 0.474
O 4.909 -1.452 -0.066 -0.547
C 3.121 -1.789 -2.089 -0.137
H 5.742 -1.052 -2.830 0.279
H 5.503 -2.685 -3.379 0.356
H 6.739 -2.326 -2.152 0.353
H 2.263 -1.469 -1.501 -0.469
H 2.829 -2.623 -2.734 0.297
H 3.399 -0.983 -2.767 0.319
C 1.851 -1.056 1.544 -0.307
S 1.909 -1.554 3.297 0.472
O 2.724 -2.812 3.222 -0.670
C 0.136 -2.011 3.437 -0.599
H 2.801 -0.959 1.028 0.133
H 1.356 -0.088 1.688 0.186
H 1.154 -1.700 1.003 0.026
H -0.393 -1.104 3.136 -0.104
H -0.152 -2.261 4.453 0.407
H -0.076 -2.804 2.720 0.380
C 3.941 2.743 -1.564 -1.115
S 3.165 1.633 -0.336 0.741
O 3.174 2.383 0.964 -0.691
C 1.475 1.685 -0.973 -0.889
H 4.956 2.880 -1.193 0.378
H 3.437 3.698 -1.681 0.341
H 4.024 2.162 -2.485 0.322
H 1.199 2.692 -1.304 0.401
H 0.739 1.617 -0.167 0.332
H 1.206 0.948 -1.729 0.156
C -2.524 3.187 -2.537 -1.042
S -3.219 2.098 -1.213 0.830
O -2.514 2.491 0.064 -0.656
C -4.816 2.860 -1.093 -1.183
H -2.575 4.268 -2.438 0.377
H -3.050 2.821 -3.424 0.402
H -1.495 2.869 -2.705 0.236
H -5.376 2.387 -0.281 0.330
H -5.537 2.874 -1.909 0.361
H -4.674 3.867 -0.692 0.348
C -3.486 -0.407 5.368 -0.849
S -2.815 1.101 4.560 0.457
O -1.324 0.978 4.641 -0.571
C -3.178 0.449 2.911 -0.642
H -3.484 -0.236 6.445 0.353
H -2.825 -1.250 5.173 0.189
H -4.507 -0.609 5.050 0.330
H -2.626 -0.433 2.583 0.075
H -2.938 1.214 2.168 0.181
H -4.219 0.163 2.738 0.474
```